Below is 12 unconnected molecules or ions with the total composition C4H33N2O11 at a distorted geometry, with properties calculated with the ωB97M-V functional and the def2-TZVPD basis.

The geometry in ORCA input format:
```
! RIJCOSX wB97M-V def2-TZVPD def2/J DEFGRID3
* xyz 1 1
O 0.53 -2.59 -2.11
O -0.93 1.45 2.20
O 1.10 0.90 -2.99
H -1.13 1.84 -1.91
H 1.54 2.55 -1.40
H -1.17 2.25 2.53
C -3.13 1.70 -2.58
H -0.55 0.23 0.80
H 0.73 0.89 -3.89
H 2.69 0.13 0.44
H -3.37 -3.75 -0.74
H -0.07 1.03 2.50
H -3.43 0.99 -3.40
O -2.65 -3.03 -0.91
H -3.10 2.68 -2.82
H 4.61 -0.12 -1.85
H 1.81 1.61 -3.13
H 1.45 -2.50 -1.82
C -1.87 1.18 -1.97
H 1.86 -3.50 2.38
N -0.95 -0.12 -0.10
O 1.94 -0.32 0.04
O 3.88 -0.27 2.56
H 4.34 -1.25 -0.96
H 0.17 -1.60 2.15
H -0.14 -0.39 -0.88
H 3.09 -0.14 3.10
C -2.15 0.46 -0.72
O 1.57 2.24 3.50
H 0.46 -3.55 -2.38
H -0.53 -1.34 3.51
O 4.00 -0.73 -1.64
H 1.89 2.64 0.07
H -4.37 0.15 -0.57
N -3.55 -0.14 1.22
C -3.37 0.12 -0.13
H -4.16 -0.88 1.42
O -0.47 -1.09 2.60
H -1.30 -1.09 0.08
H 1.06 2.54 4.26
H 2.14 -0.30 -0.85
H -2.90 0.03 1.90
H 4.40 0.58 2.41
H -4.13 1.76 -1.96
O 1.99 3.20 -0.69
H -1.56 0.48 -2.88
O 1.70 -2.52 2.30
H 2.24 -2.15 1.66
H 2.21 2.87 3.57
H -2.42 -3.11 -1.90
*
```

Values from the calculation:
HOMO level, eV: -10.766
Energy above the lowest of the compared OMol25 structures with the same formula, charge and spin, kJ/mol: 597.2
Orbital gap, eV: 8.293
Energy, Eh: -1109.01004

Okay, here come the Löwdin numbers, in e, for every atom: -0.076 -0.043 -0.081 0.055 0.075 -0.005 -0.105 0.085 0.059 0.036 0.090 0.058 0.097 -0.129 0.033 -0.001 0.089 0.032 -0.230 0.115 0.180 -0.026 -0.076 0.032 -0.024 0.191 0.023 -0.246 -0.008 0.073 0.059 0.042 -0.013 0.123 0.115 -0.107 0.086 -0.036 0.133 0.073 -0.052 0.031 0.090 0.110 -0.086 0.145 -0.033 -0.023 -0.007 0.079

Below is 5 unconnected molecules or ions with the total composition C50H60BrN3O5P at a distorted geometry, with properties calculated with the ωB97M-V functional and the def2-TZVPD basis.

The geometry in ORCA input format:
```
! RIJCOSX wB97M-V def2-TZVPD def2/J DEFGRID3
* xyz 1 1
C -0.60 2.05 0.67
C -3.27 5.48 2.80
C 11.20 -7.01 1.48
C -6.84 1.57 -0.18
H -0.89 6.00 -6.85
H 6.44 -3.82 2.81
H 2.23 -1.78 1.09
C 0.38 7.84 -4.31
C -0.88 6.87 2.52
H 10.14 -6.38 5.14
Br -4.01 -1.96 3.45
H 8.80 -1.39 0.20
C -6.35 -2.67 -0.31
H 3.41 -2.63 0.11
C 0.27 -0.22 -2.35
H 7.12 0.41 0.35
C 11.52 -7.39 3.83
C -2.23 4.93 2.05
H -5.21 -4.24 0.63
H -5.39 -4.48 -1.07
H -0.37 4.94 -2.74
C 0.26 6.92 -3.28
H -0.24 5.21 1.32
H -1.78 8.37 3.74
H -0.23 -2.55 0.92
H 0.05 7.41 2.41
H -6.57 1.79 0.84
C 1.29 2.49 2.14
C -1.91 1.39 0.48
C 11.90 -7.61 2.52
H 2.85 3.73 1.30
C -5.22 -3.72 -0.32
H 0.37 -1.20 -0.03
H 12.74 -8.26 2.30
H -7.95 -3.73 -1.24
H -8.10 0.30 -2.08
C -3.11 6.72 3.41
C -0.03 7.51 -5.59
H -2.96 0.73 -2.50
C 2.43 -2.72 0.57
C -0.01 2.86 -0.30
O -7.85 -0.31 0.84
C 6.59 -2.89 2.28
C 5.84 -0.69 1.67
O -0.93 -2.46 -1.07
H 1.67 4.03 -0.88
H 0.07 8.23 -6.40
H -9.12 -1.76 -0.71
C 0.08 -2.25 -0.08
H 0.58 7.18 -2.28
C 7.92 -1.53 0.80
H -5.92 1.55 -0.77
O -2.65 -1.91 -2.40
C 1.31 -3.07 -0.42
C -2.05 -0.07 0.89
H -2.78 -0.01 1.70
H -2.37 3.97 1.58
C -3.86 -2.50 -1.99
C 0.76 0.84 -3.10
C 5.65 -1.88 2.37
H 12.06 -7.86 4.64
C -0.56 6.26 -5.85
H -0.40 1.26 2.67
H -4.36 -1.62 0.72
H 0.91 -0.99 -1.98
H -6.89 -2.96 -2.40
C -1.89 0.76 -2.65
H -6.86 -2.66 0.65
H -3.11 -3.91 -0.62
O -2.87 1.96 0.05
H 0.79 8.82 -4.11
C 9.75 -5.95 3.07
N -3.49 -2.06 0.40
H 8.91 -5.30 3.29
H 1.77 2.35 3.09
H 5.10 0.10 1.75
H -3.43 -0.26 -0.64
H -4.11 -3.29 -2.69
C -0.27 5.66 -3.54
O -3.15 -4.32 1.87
H -3.91 7.15 3.99
H -4.20 4.94 2.91
H 2.51 -3.47 1.35
H -1.11 4.36 -5.02
C -1.10 -0.25 -2.12
C -7.53 0.23 -0.19
H -5.91 -1.68 -0.42
C -0.69 5.33 -4.82
C 1.24 3.44 -0.09
H -0.53 3.02 -1.23
C -3.85 -3.12 -0.61
C 10.12 -6.18 1.76
H -4.05 -4.47 2.19
H 9.58 -5.71 0.95
C 10.44 -6.56 4.11
H 11.49 -7.20 0.45
H -1.14 -0.47 1.33
N -7.68 -0.35 -1.44
C -0.13 1.78 -3.57
C -2.68 -0.91 -0.21
H 8.47 -3.51 1.43
P -2.66 -2.80 1.90
H -8.86 -1.71 -2.43
H 1.03 -4.11 -0.25
H 4.77 -2.01 2.98
C 0.06 1.87 1.90
H -7.50 2.37 -0.52
H 1.59 -2.95 -1.46
C -1.91 7.41 3.27
C 6.97 -0.52 0.89
C 1.89 3.26 1.14
C -1.04 5.63 1.91
H 0.27 2.59 -4.17
C -1.79 -1.40 -1.39
H -4.66 -1.77 -2.07
C -7.37 -2.82 -1.43
N -1.44 1.79 -3.37
C 7.73 -2.72 1.50
C -8.35 -1.65 -1.47
H 1.81 0.93 -3.30
*
```

Values from the calculation:
HOMO level, eV: -10.488
Orbital gap, eV: 7.351
Energy, Eh: -5396.90340

Löwdin population analysis, charges in e, atoms 1 to 99: -0.164 -0.092 -0.095 0.010 0.102 0.099 0.069 -0.092 -0.088 0.101 0.440 0.104 -0.198 0.074 0.026 0.101 -0.094 -0.082 0.095 0.134 0.079 -0.094 0.077 0.103 0.070 0.102 0.084 -0.056 -0.365 -0.094 0.108 -0.119 0.107 0.102 0.124 0.138 -0.093 -0.091 0.125 -0.086 -0.021 0.076 -0.093 -0.105 -0.021 0.108 0.103 0.123 -0.252 0.099 -0.086 0.073 -0.002 -0.200 -0.093 0.095 0.074 -0.122 -0.026 -0.111 0.102 -0.091 0.116 0.103 0.102 0.114 -0.085 0.120 0.151 0.127 0.103 -0.101 -0.141 0.087 0.107 0.094 0.147 0.153 -0.101 -0.317 0.102 0.099 0.075 0.089 -0.092 -0.553 0.079 -0.102 -0.060 0.094 -0.273 -0.103 0.054 0.091 -0.095 0.101 0.088 0.049 -0.149